Formula: C14H27NO5Pt
Source: the OMol25 dataset
Level of theory: the ωB97M-V functional and the def2-TZVPD basis

Summary:
Energy relative to the best compared isomer or geometry (same formula, charge and spin): 6.3 kcal/mol
Strongest force on any atom: 0.89 eV Å⁻¹
Lowest unoccupied orbital energy (alpha / beta): -8.03 / -7.82 eV
Total charge: +2
M: 484.45 g/mol
Frontier orbital gap (alpha / beta): 7.91 / 8.10 eV
HOMO energy (alpha / beta): -15.937 / -15.920 eV

The geometry in XYZ format:
```
48
Properties=species:S:1:pos:R:3:nbo_charge:R:1
Pt 0.08 -0.38 0.03 1.22
C -2.21 0.18 1.87 -0.10
C -2.20 -1.31 1.61 -0.11
O -0.86 -1.78 1.34 -0.53
C 0.00 -2.13 2.47 -0.09
C 0.65 -0.93 3.18 -0.10
O 1.26 -0.12 2.18 -0.59
C 1.54 1.24 2.48 -0.10
C 1.89 1.95 1.17 -0.09
O 0.91 1.78 0.10 -0.56
C -0.19 2.69 0.04 -0.10
C -1.27 2.24 1.00 -0.10
O -1.41 0.81 0.83 -0.54
H -1.80 0.46 2.84 0.20
H -3.23 0.56 1.80 0.24
H -2.77 -1.56 0.72 0.24
H -2.62 -1.86 2.46 0.24
H 0.76 -2.77 2.03 0.23
H -0.59 -2.72 3.17 0.23
H 1.40 -1.30 3.88 0.23
H -0.07 -0.34 3.75 0.18
H 2.40 1.32 3.16 0.22
H 0.67 1.68 2.99 0.18
H 2.81 1.53 0.77 0.22
H 2.05 3.02 1.34 0.23
H -0.55 2.64 -0.99 0.23
H 0.14 3.71 0.26 0.23
H -2.23 2.71 0.77 0.24
H -1.03 2.44 2.05 0.20
O 0.99 -1.92 -0.85 -0.66
C 2.05 -2.23 -1.46 0.78
C 2.35 -3.67 -1.64 -0.50
C 3.55 -3.95 -0.67 -0.40
C 3.79 -2.91 0.45 -0.41
C 4.51 -1.61 0.06 -0.43
C 3.66 -0.62 -0.73 -0.21
N 2.99 -1.35 -1.82 -0.59
H 2.65 -3.88 -2.67 0.26
H 1.47 -4.27 -1.42 0.25
H 4.46 -4.04 -1.26 0.22
H 3.38 -4.92 -0.22 0.25
H 4.42 -3.41 1.19 0.25
H 2.86 -2.68 0.97 0.18
H 5.40 -1.86 -0.53 0.22
H 4.89 -1.12 0.96 0.23
H 4.26 0.18 -1.17 0.24
H 2.89 -0.16 -0.12 0.18
H 3.67 -1.76 -2.44 0.41
```

Formula: C14H28Br2ClN2O3P2
Source: the OMol25 dataset
Level of theory: the ωB97M-V functional and the def2-TZVPD basis

Summary:
Strongest force on any atom: 5.00 eV Å⁻¹
Lowest unoccupied orbital energy: -2.94 eV
Total charge: +1
M: 529.60 g/mol
Frontier orbital gap: 8.96 eV
HOMO energy: -11.898 eV

The geometry in XYZ format:
```
52
Properties=species:S:1:pos:R:3:nbo_charge:R:1
C 2.58 -0.44 3.05 -0.62
C 1.72 -1.34 2.14 -0.44
C 0.24 -0.88 2.06 -0.50
Cl -0.92 -2.18 2.49 0.00
P -0.23 0.01 0.48 1.19
C 1.29 0.53 -0.45 -0.37
O 2.15 1.24 0.42 -0.55
C 2.67 2.38 -0.15 0.80
C 2.92 3.59 0.71 -0.72
O 2.96 2.42 -1.26 -0.52
C -1.22 -0.94 -0.70 -0.52
Br -2.75 -0.01 -1.43 0.14
C -1.02 -2.16 -1.10 0.05
C -1.90 -2.93 -2.05 -0.70
Br 0.54 -3.12 -0.47 0.10
P -1.20 1.89 1.04 0.55
C -0.34 2.61 2.52 -0.69
C -0.91 4.02 2.73 -0.62
C -2.97 1.64 1.53 -0.69
C -3.37 0.23 2.02 -0.61
H 2.60 -0.86 4.06 0.23
H 3.61 -0.49 2.70 0.23
H 2.28 0.60 3.04 0.21
H 1.70 -2.33 2.60 0.24
H 2.16 -1.50 1.16 0.22
H 0.13 -0.14 2.85 0.25
H 0.92 1.15 -1.27 0.26
H 1.78 -0.35 -0.88 0.24
H 3.97 3.62 1.01 0.26
H 2.67 4.47 0.13 0.26
H 2.32 3.61 1.62 0.21
H -1.89 -3.97 -1.71 0.24
H -2.93 -2.60 -2.02 0.25
H -1.48 -2.93 -3.08 0.29
H -0.53 1.99 3.40 0.22
H 0.74 2.62 2.38 0.24
H -0.51 4.73 2.00 0.23
H -0.65 4.39 3.72 0.24
H -1.99 4.05 2.65 0.21
H -3.56 1.86 0.64 0.25
H -3.26 2.35 2.30 0.25
H -3.03 0.11 3.05 0.22
H -3.07 -0.57 1.37 0.21
H -4.46 0.20 2.06 0.23
C 0.00 -2.96 -5.69 0.78
O -0.67 -2.10 -5.13 -0.69
N 0.26 -2.93 -7.02 -0.84
N 0.52 -4.01 -5.01 -0.84
H 0.81 -3.63 -7.50 0.39
H -0.12 -2.17 -7.55 0.41
H 0.33 -4.04 -4.03 0.40
H 1.09 -4.74 -5.42 0.40
```

Formula: C14H28Cl14
Source: the OMol25 dataset
Level of theory: the ωB97M-V functional and the def2-TZVPD basis

Summary:
Energy relative to the best compared isomer or geometry (same formula, charge and spin): 3.1 kcal/mol
Strongest force on any atom: 0.52 eV Å⁻¹
Lowest unoccupied orbital energy: 0.30 eV
SMILES: ClCCCl.ClCCCl.ClCCCl.ClCCCl.ClCCCl.ClCCCl.ClCCCl
Total charge: 0
M: 692.72 g/mol
Frontier orbital gap: 10.93 eV
HOMO energy: -10.634 eV

The geometry in XYZ format:
```
56
Properties=species:S:1:pos:R:3:nbo_charge:R:1
Cl 16.31 -20.43 -26.84 -0.06
C 18.00 -20.56 -27.37 -0.39
C 18.34 -21.99 -27.67 -0.39
Cl 19.81 -22.09 -28.67 -0.07
H 18.64 -20.14 -26.60 0.24
H 18.13 -19.93 -28.25 0.22
H 17.54 -22.48 -28.22 0.21
H 18.51 -22.55 -26.75 0.22
Cl 11.98 -19.65 -27.72 -0.07
C 11.99 -21.32 -28.39 -0.37
C 13.41 -21.69 -28.73 -0.39
Cl 13.48 -23.36 -29.37 -0.08
H 11.34 -21.28 -29.26 0.22
H 11.57 -21.97 -27.64 0.22
H 14.03 -21.66 -27.84 0.23
H 13.85 -21.00 -29.45 0.23
Cl 17.75 -26.30 -26.55 -0.08
C 16.37 -25.56 -27.44 -0.37
C 15.31 -25.03 -26.52 -0.41
Cl 15.85 -23.64 -25.57 -0.05
H 15.95 -26.32 -28.08 0.23
H 16.80 -24.75 -28.02 0.22
H 14.95 -25.79 -25.84 0.22
H 14.47 -24.70 -27.14 0.24
Cl 19.18 -17.43 -25.90 -0.06
C 18.26 -15.94 -26.20 -0.39
C 19.14 -14.78 -26.56 -0.39
Cl 20.29 -14.34 -25.28 -0.06
H 17.68 -15.73 -25.31 0.22
H 17.59 -16.12 -27.04 0.23
H 18.51 -13.91 -26.76 0.22
H 19.69 -14.99 -27.47 0.23
Cl 24.08 -22.55 -29.58 -0.06
C 23.37 -21.76 -28.15 -0.39
C 24.38 -21.03 -27.31 -0.39
Cl 25.12 -19.65 -28.17 -0.06
H 22.87 -22.53 -27.56 0.22
H 22.60 -21.07 -28.50 0.23
H 25.19 -21.68 -26.99 0.22
H 23.89 -20.64 -26.42 0.22
Cl 21.25 -23.99 -22.54 -0.06
C 20.88 -24.04 -24.28 -0.39
C 19.43 -23.72 -24.54 -0.38
Cl 19.13 -21.96 -24.36 -0.08
H 21.14 -25.03 -24.64 0.23
H 21.54 -23.32 -24.76 0.22
H 18.78 -24.22 -23.83 0.24
H 19.18 -23.96 -25.57 0.22
Cl 18.44 -14.40 -30.19 -0.06
C 17.35 -15.37 -31.22 -0.38
C 16.46 -16.28 -30.42 -0.39
Cl 17.37 -17.50 -29.52 -0.06
H 17.97 -15.95 -31.89 0.23
H 16.75 -14.67 -31.79 0.23
H 15.79 -16.81 -31.10 0.23
H 15.83 -15.75 -29.71 0.22
```

Among the records above, which one has the highest total charge? C14H27NO5Pt

Which of these has the highest M? C14H28Cl14

Look up the M of the third one. 692.72 g/mol